# 1
Molecular formula: C18H25N4O3
Method: DFT, wB97M-V/def2-TZVPD

CARTESIAN COORDINATES (ANGSTROEM)
C: 2.74452 -1.79861 -6.27910
H: 2.31802 -1.81530 -7.28008
O: 1.69756 -2.18439 -5.41544
C: 1.94829 -2.29247 -4.09174
C: 3.16085 -1.99302 -3.47261
C: 3.29479 -2.13816 -2.10581
C: 2.23417 -2.58332 -1.32575
C: 1.02231 -2.88189 -1.93490
C: 0.88775 -2.73731 -3.30198
H: -0.04535 -2.97628 -3.78551
H: 0.17437 -3.24726 -1.37524
O: 2.50875 -2.67096 0.03252
C: 1.56964 -3.19152 0.93778
C: 0.91227 -2.02717 1.70131
O: 1.90598 -1.14951 2.18086
H: 2.70478 -1.28967 1.64621
C: -0.03562 -1.19833 0.79780
N: -0.20048 0.12896 1.43050
H: 0.71599 0.25579 1.92042
C: -0.38670 1.24207 0.47183
H: 0.40487 1.21097 -0.27827
H: -1.35291 1.11649 -0.02162
C: -0.35097 2.57519 1.22710
N: -1.33765 2.57799 2.26974
C: -2.50323 3.28125 2.14108
N: -3.44125 3.06814 3.06225
C: -4.53433 3.80715 2.97280
C: -4.71391 4.74967 1.97061
C: -3.68629 4.86012 1.04509
N: -2.58590 4.13010 1.11796
H: -3.73487 5.54600 0.21019
H: -5.60305 5.35143 1.90814
H: -5.28361 3.62290 3.73070
C: -1.21999 1.49536 3.20570
H: -2.05339 1.56585 3.90657
C: -1.26450 0.15644 2.46309
H: -1.11089 -0.66706 3.16015
H: -2.22989 0.03758 1.96631
H: -0.27575 1.58561 3.75510
H: -0.57819 3.39886 0.54822
H: 0.64267 2.72918 1.66416
H: -1.00053 -1.68705 0.66789
H: 0.43258 -1.06131 -0.18043
H: 0.36801 -2.41750 2.56825
H: 2.13675 -3.79415 1.65525
H: 0.82087 -3.82887 0.46540
H: 4.23421 -1.91893 -1.62388
H: 4.00917 -1.65438 -4.04403
H: 3.58167 -2.50066 -6.23082
H: 3.09841 -0.78801 -6.05376

Properties
2S+1	1
Kohn-Sham gap	8.49	eV
total charge	+1

***

# 2
Molecular formula: C18H25N5OS
Method: DFT, wB97M-V/def2-TZVPD

CARTESIAN COORDINATES (ANGSTROEM)
C: 1.38226 5.86261 -5.06022
H: 1.00105 6.62632 -5.73329
H: 1.44457 6.27110 -4.05617
H: 2.38403 5.58230 -5.37202
C: 0.46597 4.64546 -5.07646
C: 0.94565 3.57761 -4.16495
N: 1.96347 3.67298 -3.39121
N: 2.20755 2.58788 -2.66321
C: 1.36165 1.63775 -2.88102
N: 1.42306 0.42132 -2.25315
C: 0.52472 -0.58355 -2.50660
O: -0.37917 -0.43469 -3.29271
C: 0.77855 -1.86314 -1.73011
N: -0.15653 -1.98036 -0.62706
C: -0.13993 -3.31009 -0.04720
C: -1.22161 -3.41775 1.02090
N: -0.96790 -2.44343 2.06253
C: -0.99981 -1.11386 1.48588
C: 0.07293 -0.99149 0.41013
H: 0.01946 0.00680 -0.02989
H: 1.06700 -1.12335 0.87681
H: -0.80802 -0.38446 2.27578
H: -1.98332 -0.89657 1.03280
C: -1.89285 -2.57628 3.17980
C: -1.48288 -1.70723 4.33870
C: -2.30177 -0.66351 4.74613
C: -1.94825 0.15049 5.80789
C: -0.75703 -0.07523 6.47264
C: 0.06615 -1.11272 6.07159
C: -0.27897 -1.93811 5.01034
C: 0.62064 -3.06377 4.60324
H: 0.77749 -3.04418 3.52765
H: 0.16239 -4.02032 4.85623
H: 1.57790 -2.99686 5.11416
H: 0.99624 -1.28709 6.59440
H: -0.46851 0.55401 7.30180
H: -2.59938 0.95671 6.11164
H: -3.23215 -0.48684 4.22416
H: -1.87954 -3.62561 3.49131
H: -2.92472 -2.32596 2.87583
H: -1.19879 -4.41905 1.45836
H: -2.20683 -3.26087 0.54816
H: -0.33564 -4.03945 -0.83621
H: 0.84058 -3.53618 0.40928
H: 0.59153 -2.69520 -2.41382
H: 1.83288 -1.90573 -1.39541
H: 2.17739 0.30585 -1.59095
S: 0.12808 2.01405 -4.05561
H: -0.54642 4.93055 -4.77493
H: 0.39659 4.23493 -6.08781

Properties
2S+1	1
Kohn-Sham gap	9.67	eV
total charge	0

***

# 3
Molecular formula: C18H25NO3
Method: DFT, wB97M-V/def2-TZVPD

CARTESIAN COORDINATES (ANGSTROEM)
C: 3.20450 -3.39826 5.18058
C: 3.07838 -3.00468 3.71367
C: 3.20835 -4.21701 2.79423
C: 3.24393 -3.85710 1.30775
C: 1.99255 -3.15783 0.77443
C: 0.73737 -4.02385 0.85645
C: -0.50301 -3.33111 0.29049
C: -0.44860 -3.11098 -1.22512
O: 0.42727 -2.07587 -1.62452
C: 0.09348 -0.78003 -1.40057
C: 1.08755 0.15579 -1.69559
C: 0.85965 1.50345 -1.52412
C: -0.36237 1.96084 -1.04601
C: -1.35355 1.03168 -0.76455
C: -1.13546 -0.32430 -0.93227
H: -1.93588 -1.00963 -0.70271
H: -2.31873 1.35969 -0.40482
C: -0.61928 3.44012 -0.86710
C: -1.65839 3.85071 -1.90373
O: -1.53722 3.90278 -3.09491
N: -2.82134 4.12745 -1.21614
C: -2.71624 4.08299 0.15781
O: -3.62432 4.26369 0.92060
C: -1.26504 3.79023 0.47552
H: -1.18892 2.98781 1.20875
H: -0.82659 4.68594 0.91886
H: -3.68574 4.35999 -1.68676
H: 0.30875 3.98608 -1.04598
H: 1.64117 2.20922 -1.76287
H: 2.03471 -0.20440 -2.06429
H: -0.05117 -4.00450 -1.71468
H: -1.45633 -2.92613 -1.61866
H: -0.63390 -2.36870 0.78968
H: -1.38102 -3.94494 0.50393
H: 0.90621 -4.95911 0.31714
H: 0.53489 -4.27368 1.89959
H: 2.17178 -2.89393 -0.26862
H: 1.82665 -2.22754 1.32133
H: 4.10263 -3.20494 1.12920
H: 3.40363 -4.77360 0.73380
H: 2.38814 -4.90995 2.99065
H: 4.13699 -4.74020 3.03744
H: 2.11135 -2.52360 3.55796
H: 3.85619 -2.27902 3.46439
H: 2.43198 -4.11531 5.45082
H: 4.17380 -3.85342 5.37280
H: 3.10212 -2.52612 5.82238

Properties
2S+1	1
Kohn-Sham gap	9.28	eV
total charge	0

***

| no. | E_tot (eV) | highest occupied orbital energy (eV) | F_max (eV/A) |
| --- | --- | --- | --- |
| 1 | -31168.2192 | -10.652 | 0.91 |
| 2 | -39405.0438 | -8.952 | 1.75 |
| 3 | -26705.5350 | -8.574 | 0.55 |